Below is a 2-piece molecular cluster, CH5NOS overall in a non-equilibrium geometry, with properties calculated with ωB97M-V/def2-TZVPD.

XYZ file:
```
9
CH5NOS ωB97M-V/def2-TZVPD
N 0.77175 -0.21998 -1.48805
C 1.57947 -1.30558 -1.32677
O 2.37092 -1.72173 -2.10389
H 0.80312 0.31256 -2.34033
H 0.08588 -0.10408 -0.76678
H 1.40667 -1.75034 -0.32499
S -2.31432 2.10780 3.19426
H -1.81453 0.86285 3.14359
H -2.88896 1.81849 2.01296
```

Properties
- net charge = 0
- structure (SMILES) = NC=O.S
- HOMO (Ha) = -0.36912
- orbital gap (eV) = 10.390